# 1
Formula: C19H25CsN2O5S3
Source: OMol25
Level of theory: wB97M-V/def2-TZVPD

LUMO energy	0.016	eV

```
! RIJCOSX wB97M-V def2-TZVPD def2/J DEFGRID3
* xyz 0 1
C -2.01 3.54 0.77
S 3.00 -0.13 1.48
H 4.08 -3.71 1.65
H -3.44 1.55 -1.63
H -2.84 4.79 2.28
H 2.51 -3.03 2.03
C -3.75 -0.23 -1.15
O -4.22 -2.32 0.00
C 4.57 0.43 -0.85
C 4.02 0.97 0.47
H -2.22 2.54 2.50
O -1.46 -2.05 1.98
O -4.13 1.06 -1.15
C 4.21 -2.80 -1.30
H 5.12 1.23 -1.34
C -1.50 4.44 -2.81
C 3.39 -2.89 1.41
N -1.78 2.47 1.60
H 5.28 -0.38 -0.67
C -2.55 4.72 1.24
H -2.62 6.60 -1.60
C -2.76 5.82 0.39
H -1.69 5.26 -3.49
H -1.89 1.53 1.22
H -4.53 -1.99 2.02
H -0.24 1.33 -2.66
H -3.54 -3.40 1.56
C -3.75 -2.35 1.35
C -1.63 3.47 -0.61
C -0.93 3.28 -3.25
H 3.37 1.83 0.28
C -4.75 -1.09 -0.42
C -2.49 -1.50 1.54
C 3.94 -1.81 -2.43
O -2.59 -0.30 1.17
H -0.65 3.15 -4.29
Cs -0.12 -0.77 -0.33
N -1.03 2.33 -1.06
S 3.29 -0.18 -1.98
H -5.16 -0.51 0.41
C -1.87 4.58 -1.46
C 4.07 -1.57 1.72
O -2.77 -0.61 -1.76
H 4.39 -1.59 2.77
C -2.44 5.76 -0.94
S 2.76 -3.13 -0.27
H -3.20 6.72 0.80
H 4.55 -3.74 -1.74
H -5.56 -1.31 -1.13
C -0.71 2.25 -2.32
H 4.86 1.34 1.07
H 4.86 -1.69 -3.02
H 3.19 -2.21 -3.11
H 4.97 -1.43 1.13
H 5.02 -2.46 -0.66
*
```

# 2
Formula: C11H26N5O5S
Source: OMol25
Level of theory: wB97M-V/def2-TZVPD

LUMO energy	2.860	eV

```
! RIJCOSX wB97M-V def2-TZVPD def2/J DEFGRID3
* xyz -1 1
C 3.94 -0.87 -3.29
N -5.01 1.71 3.87
H -1.87 1.94 -1.19
C -0.04 2.47 0.61
N -4.14 2.63 2.00
H -1.06 -1.09 0.67
H 0.83 0.61 -0.40
N 2.94 0.02 -3.28
H 1.19 -2.42 -1.21
H -5.58 2.52 4.03
H -3.51 2.56 1.20
O 1.25 3.17 0.67
H 5.35 0.65 -3.47
H 3.08 1.02 -3.35
C -0.27 0.98 -0.12
O -3.49 0.58 2.66
H -0.24 -3.42 -3.59
C 0.26 -3.15 -1.30
C 2.99 -0.43 1.10
H 3.47 -0.80 0.10
C -4.17 1.57 2.83
H -5.07 0.94 4.53
N -1.10 1.25 -1.36
H -0.43 1.16 3.04
H 1.88 0.46 2.98
H 0.57 -4.28 -1.24
S -0.17 -0.91 -2.98
H 3.75 -0.52 2.02
H 2.00 -0.34 -3.20
C -1.56 0.00 -2.06
H 2.76 0.73 1.00
H 5.95 -0.98 -3.41
C -0.57 -2.76 -2.67
O 1.70 -1.10 1.40
H -4.69 3.46 2.12
C -1.01 0.04 1.01
C -0.35 0.11 2.51
H -2.14 0.41 1.10
H -1.00 -0.63 3.19
H -1.73 -2.85 -2.46
H -0.45 -2.95 -0.37
O -1.18 3.01 1.13
N 5.17 -0.34 -3.40
O 3.75 -2.08 -3.21
H -2.31 0.36 -2.92
C 1.20 -0.43 2.61
H -2.16 -0.75 -1.40
H 1.25 -1.24 3.49
*
```

What HOMO energy values result from the calculations? In sequence: -7.5454; -4.4379 eV.
What strongest force on any atom values result from the calculations? In sequence: 0.492; 7.885 eV/A.
What ΔE to the lowest compared entry with this formula, charge and spin values result from the calculations? In sequence: 0.005; 5.820 eV.